Computed, not measured: the molecule C9H15B at a distorted geometry, with ωB97M-V/def2-TZVPD.

Last column: Löwdin charge in e.
Atoms and positions in Å:
B 0.206954 -0.209122 0.178228  -0.21
C -0.524616 -0.499335 1.527732  0.00
C 0.041032 -0.929632 2.636618  -0.11
C 1.432794 -1.253723 2.641793  -0.13
C 2.259042 -1.070548 1.617735  -0.10
C 1.769114 -0.286192 0.484037  -0.11
C -0.850718 1.947935 -0.844472  -0.04
C 0.069589 0.208680 -2.461603  -0.05
C -2.053384 -0.260945 -1.114031  -0.04
C -0.608491 0.424118 -1.087450  -0.45
H -1.578209 -0.484306 1.564870  0.07
H -0.376568 -1.120089 3.638323  0.12
H 1.675909 -1.881863 3.541457  0.12
H 3.212075 -1.511540 1.625015  0.09
H 2.424722 -0.491320 -0.387232  0.11
H 1.854113 0.759095 0.715595  0.13
H -1.085642 2.387443 -1.754602  0.05
H 0.115458 2.436511 -0.377051  0.13
H -1.579543 2.166721 -0.154277  0.05
H -0.621420 0.639376 -3.127766  0.06
H 0.372808 -0.697901 -2.768441  0.04
H 0.917337 0.887423 -2.547804  0.09
H -2.448632 -0.088240 -2.144089  0.10
H -2.043063 -1.301103 -0.991167  0.06
H -2.580661 0.228557 -0.411418  0.02

Force components x, y, z for each atom (eV/Å):
-0.1 0.5 1.2
-1.4 0.3 -1.7
1.5 -0.1 1.4
0.7 -1.8 2.0
-1.5 0.4 0.6
0.4 -1.3 -2.7
4.4 -1.1 0.9
-0.4 4.2 2.1
3.0 0.8 -3.6
-0.1 -1.6 0.9
-1.4 0.4 0.0
-0.7 0.2 -0.9
0.5 0.7 -1.0
1.2 -0.3 -0.1
-0.3 0.5 0.2
0.3 1.2 0.2
-0.3 1.1 -1.7
-1.6 -0.7 -1.2
-1.9 0.2 1.6
-1.0 0.2 -1.5
0.7 -3.5 -0.7
0.4 0.0 0.1
-0.1 0.1 0.8
0.1 -1.5 0.5
-2.3 1.2 2.3

Calculated values
- HOMO energy (eV) = -8.70
- ΔE to the lowest compared entry with this formula, charge and spin (eV) = 0.0000
- structure (SMILES) = CC(C)(C)B1C=CC=CC1
- DFT total energy (Eh) = -376.703980
- LUMO (eV) = 0.3